Record 1
22
Properties=species:S:1:pos:R:3:forces:R:3 method="wB97M-V/def2-TZVPD" smiles=CO[C@H]1CC[C@H](OO)CO1 gap_ev=10.25 max_force_ev_per_a=4.94 relative_energy_ev=5.9906 e_tot_ha=-536.58500 total_charge=0
O 1.57664 1.87089 0.24963 -1.19 -2.03 1.99
O -0.40844 -2.18271 -0.97867 -0.84 -0.36 -1.28
O 0.71178 2.95434 0.40014 -0.40 2.13 -2.03
O 0.90336 -1.37786 0.49300 2.10 -0.13 2.86
C -1.27638 -1.97861 -2.08789 -1.94 -1.90 -0.20
C 0.09962 -1.00370 -0.51927 -0.12 2.79 -1.15
C 0.97517 0.99751 1.31145 0.73 0.24 0.62
C -0.54331 0.88986 1.30261 0.07 0.97 -4.84
C -0.96477 0.06690 -0.08697 -1.11 0.99 1.55
C 1.66571 -0.35387 1.15225 -0.39 1.70 -1.86
H -1.09177 1.87786 1.28762 0.90 -1.08 -0.07
H -0.93094 0.88817 -0.87036 -0.60 -1.12 0.73
H -1.81963 -2.98873 -2.20975 1.18 1.36 -0.20
H -0.82471 -1.66374 -3.08479 -0.19 -0.22 1.48
H 0.29491 2.91973 -0.49001 0.07 0.53 0.83
H -0.80781 0.47102 2.18813 -0.90 -1.95 2.41
H 1.28370 1.41939 2.31505 -0.13 -0.08 -1.15
H -2.14032 -1.34466 -1.78023 0.83 0.12 -0.55
H 2.57200 -0.04400 0.62533 0.11 -0.59 -0.84
H 0.68710 -0.48101 -1.34707 -0.19 -0.59 0.57
H 2.08649 -0.54521 2.09329 -0.25 -1.80 1.43
H -2.04840 -0.39158 0.03649 2.25 1.03 -0.31

=====

Record 2
91
Properties=species:S:1:pos:R:3:forces:R:3 method="wB97M-V/def2-TZVPD" gap_ev="6.76 / 6.46" s2=0.777 max_force_ev_per_a=1.44 relative_energy_ev=0.0000 spin_multiplicity=2 e_tot_ha=-2562.73176 total_charge=+2
Re -1.15416 -0.70629 0.77867 0.08 -0.50 -1.35
I -0.26726 0.47876 3.50337 0.07 0.07 0.11
Si 0.06344 2.07069 -1.00796 0.08 0.24 -0.36
O -0.28716 0.54710 -0.32483 0.31 0.66 0.34
O -3.17183 -5.80815 -0.03915 0.08 0.09 0.02
O -0.51896 -2.60239 0.66139 -0.23 -0.32 0.44
N 4.36940 -1.81984 0.94101 -0.13 0.02 0.00
N 1.91907 -1.22828 1.00951 0.17 -0.10 0.07
N -2.77243 -1.84990 0.37084 -0.11 0.07 -0.04
N -2.78510 0.61721 0.90704 -0.26 0.02 0.49
N -2.67073 -3.21448 0.18070 0.28 0.28 0.13
C 2.65208 4.58722 2.02320 0.00 0.01 -0.03
C -3.94501 -1.31278 0.29135 -0.15 -0.11 0.02
C 1.40883 4.08389 2.38073 -0.02 -0.01 -0.04
C 0.82886 1.81068 -2.73295 0.21 -0.36 0.05
C -2.63372 2.41925 -1.91322 0.03 -0.12 -0.05
C 4.23109 -0.32682 1.06433 -0.02 -0.04 -0.02
C -2.69986 5.13580 -1.38955 -0.03 -0.02 0.00
C -1.42805 -3.54067 0.37894 0.02 -0.15 -0.19
C 0.66801 3.35790 1.45849 0.09 0.01 0.02
C -1.57569 4.39038 -1.05348 -0.04 -0.03 0.04
C 3.71948 -2.29358 -0.32920 0.01 0.03 0.02
C -5.12113 2.12565 1.11503 -0.12 -0.04 -0.06
C -1.85169 -6.02241 0.10252 -0.04 0.03 -0.04
C -3.78982 4.52188 -1.99281 0.04 0.07 0.03
C -2.75167 1.88944 1.32375 -0.13 -0.07 -0.04
C -1.33722 -7.31935 0.04635 -0.02 0.00 0.01
C -1.52150 3.01512 -1.30418 -0.17 -0.05 0.14
C 0.75779 3.13267 -3.50895 -0.04 0.12 -0.04
C -1.50189 -1.10335 2.79157 -0.03 0.01 0.17
C 0.38703 -5.21806 0.46731 -0.06 0.00 0.01
C -3.89036 2.66624 1.43928 0.10 0.08 -0.05
C -3.75251 3.16020 -2.26326 -0.01 -0.06 0.08
C -0.97907 -4.93760 0.30984 0.07 0.09 -0.01
C 2.37376 3.64451 -0.17632 -0.01 -0.02 -0.07
C -4.00238 0.08123 0.61643 0.17 -0.01 -0.10
C 2.71963 -0.00389 1.09106 -0.04 -0.07 -0.02
C 2.29014 1.33201 -2.76043 -0.01 0.07 -0.06
C 0.00970 -7.55674 0.19909 0.07 -0.03 0.00
C 2.21838 -1.93491 -0.23997 0.11 0.13 0.16
C 1.13399 3.09038 0.16382 -0.03 -0.12 0.18
C 0.88932 -6.49706 0.41518 -0.02 -0.03 0.00
C -5.17605 0.80787 0.69180 -0.12 0.09 0.04
C 2.23918 -2.09521 2.14848 0.06 0.16 -0.03
C 3.73549 -2.49934 2.12490 -0.03 0.05 -0.03
C 3.12405 4.37890 0.73545 -0.02 0.01 0.00
C -0.01899 0.75058 -3.45650 -0.05 0.03 -0.11
H 0.38073 -8.57257 0.15056 -0.01 0.03 0.01
H -0.30765 3.01168 1.76811 0.18 0.06 0.00
H -2.49386 -0.94980 3.21370 0.01 0.04 0.03
H -6.02476 2.71541 1.19739 0.03 -0.02 -0.01
H -2.61928 1.35641 -2.14442 -0.04 0.06 0.08
H 1.22629 3.00923 -4.49203 -0.03 -0.03 0.08
H 2.46030 0.52911 2.00407 -0.02 0.00 0.00
H 2.46242 0.63835 0.25522 -0.04 0.07 -0.09
H -3.62286 -6.65281 -0.14915 -0.05 -0.04 -0.02
H -2.01991 -8.14564 -0.11945 0.01 0.02 0.01
H 1.28400 3.94432 -2.99698 -0.04 -0.03 -0.03
H 5.35800 -2.05786 0.91486 0.05 -0.02 0.00
H -2.71963 6.20002 -1.19108 0.00 -0.02 0.00
H -4.66017 5.10620 -2.26394 0.02 -0.01 0.00
H 3.89321 -3.36569 -0.39766 0.01 -0.02 -0.01
H 4.74053 0.11583 0.21028 0.01 -0.01 -0.01
H 3.23238 5.16456 2.73186 -0.01 -0.02 -0.02
H 2.76231 3.54026 -1.17978 -0.01 -0.02 0.04
H 3.88643 -3.56992 2.00168 0.00 -0.01 -0.02
H 1.61082 -2.82803 -0.29368 -0.05 -0.04 0.00
H 2.60291 1.15412 -3.79621 -0.10 0.02 0.07
H -4.59260 2.68071 -2.75174 0.03 0.01 0.01
H 2.01602 -1.55292 3.06613 -0.02 -0.01 0.00
H 1.59998 -2.97254 2.11102 -0.03 -0.04 0.00
H 4.27549 -2.16993 3.01005 0.00 0.00 0.01
H -0.01873 -0.20689 -2.92670 0.00 0.02 -0.01
H -3.79200 3.69177 1.76781 -0.01 -0.03 0.00
H 0.37926 0.57040 -4.46100 0.00 0.05 0.06
H 1.00902 4.27573 3.36962 0.00 -0.01 -0.03
H 1.94725 -6.68278 0.54205 -0.02 0.01 -0.01
H -0.73031 4.89372 -0.59584 -0.02 -0.02 -0.02
H -1.06914 -2.03467 3.15067 -0.04 0.00 0.04
H -1.78531 2.28730 1.56929 -0.08 -0.05 -0.02
H 1.05572 -4.39026 0.64026 0.00 -0.02 0.05
H 1.92772 -1.29762 -1.06407 -0.02 0.16 -0.21
H 2.42179 0.39264 -2.23048 0.03 -0.23 0.16
H 4.74759 -0.02725 1.97358 0.01 -0.01 0.03
H -0.27125 3.45297 -3.67338 0.01 0.02 0.02
H -6.11427 0.32896 0.44276 0.04 0.02 0.01
H -1.05415 1.07748 -3.57900 0.08 -0.05 -0.01
H 2.98857 2.05673 -2.34572 -0.01 -0.04 0.01
H 4.22730 -1.80331 -1.15827 0.00 0.02 0.02
H -4.80577 -1.92469 0.05127 0.02 0.02 -0.02
H 4.07108 4.80685 0.42972 -0.03 -0.02 0.01

=====

Record 3
62
Properties=species:S:1:pos:R:3:forces:R:3 method="wB97M-V/def2-TZVPD" gap_ev=4.58 max_force_ev_per_a=4.10 relative_energy_ev=3.0905 e_tot_ha=-12793.47701 total_charge=-1
Br -3.30391 4.06401 0.38368 -0.04 0.02 -0.06
Br -1.89818 6.35397 2.36817 0.00 -0.05 -0.04
Br 2.94692 3.33403 2.08398 0.19 -0.02 0.02
Br 1.27443 5.97883 3.22984 0.02 0.00 -0.02
K -0.23201 0.09982 -0.10247 -0.49 -4.07 0.03
S 0.57377 -3.37906 0.23401 -0.31 0.13 -0.13
O -1.39547 1.94242 -0.34515 -1.23 1.26 -0.52
O -1.21178 -1.33583 -3.54171 0.06 -0.19 0.06
O 1.24502 1.58843 0.45799 1.71 1.15 0.35
N -2.38744 -1.14558 -1.02126 -0.05 -0.09 -0.49
N 2.55413 -2.20648 -1.13018 1.61 -0.51 -0.25
N 1.84079 -1.11409 -1.44423 -0.65 0.72 -0.22
N -0.46820 -0.84418 2.43624 -0.28 0.50 -0.36
N 0.30553 -2.35506 4.20617 0.26 -0.49 0.53
N 3.05002 -4.17734 -0.07478 0.21 0.14 -0.26
N 0.36754 0.95231 -2.63221 0.23 -0.38 -0.17
C -0.89805 4.86404 1.73625 0.27 0.44 0.39
C -4.29006 -1.48763 0.37027 -0.08 -0.08 -0.03
C 3.89964 -0.07843 -2.32834 -0.22 -0.11 0.11
C 2.42549 -0.11239 -1.98944 0.55 -0.89 0.26
C 0.42784 4.71051 2.09523 -0.37 0.55 0.26
C 0.63056 -1.87103 5.52520 0.05 0.11 0.27
C 2.09720 -3.22736 -0.37093 -0.36 -0.23 0.30
C -1.48334 3.90869 0.91272 -0.40 0.11 -0.08
C 1.43310 3.47256 -2.14362 -0.09 0.02 -0.12
C -0.82387 2.77857 0.42140 -0.11 0.46 0.18
C 2.20584 2.33649 -1.97950 -0.06 -0.21 -0.14
C 1.63139 1.09169 -2.23269 -0.12 0.89 -0.34
C -5.11846 -1.52853 -0.74005 0.07 0.07 0.05
C 1.12202 3.60172 1.62940 0.38 -0.02 0.08
C -0.36683 2.04725 -2.76606 -0.09 0.30 -0.16
C 0.12086 3.32770 -2.55776 0.25 0.05 -0.06
C -4.55333 -1.36007 -1.98930 0.12 0.03 0.03
C -2.53520 -0.91472 -3.42761 -0.17 0.16 -0.24
C -3.17637 -1.15621 -2.08198 -0.31 -0.25 -0.19
C -0.07723 -1.53692 3.26382 -0.16 0.16 -0.03
C 0.67323 -3.70738 3.86206 0.00 -0.33 -0.01
C 0.57075 2.60109 0.82602 0.13 0.41 0.30
C -2.93255 -1.30465 0.17151 -0.33 -0.11 0.29
H 3.20992 2.41219 -1.59069 0.05 -0.01 0.01
H -0.51823 4.18719 -2.68862 -0.12 0.01 0.05
H 4.13958 0.81119 -2.90055 0.00 0.01 -0.02
H -2.25285 -1.28698 1.00935 0.04 0.03 0.21
H 2.67058 -5.02615 0.31485 -0.03 0.14 -0.06
H -2.62212 0.16617 -3.62736 -0.07 -0.11 -0.09
H 1.75184 -3.86204 3.97542 -0.02 0.01 -0.04
H 1.71096 -1.91405 5.70975 -0.08 0.03 -0.03
H -4.68689 -1.60158 1.36658 0.00 -0.01 0.12
H -0.66270 -0.74743 -2.99457 0.23 0.10 -0.09
H 3.81422 -4.30758 -0.72065 0.02 0.00 0.00
H -3.10837 -1.44469 -4.19786 0.00 0.13 0.09
H 0.14780 -4.40717 4.51898 0.04 -0.02 -0.02
H -5.16082 -1.38640 -2.88313 -0.02 0.01 -0.08
H 1.84967 4.44965 -1.93473 -0.04 -0.01 0.05
H 0.29464 -0.83997 5.62695 0.04 -0.08 0.03
H 0.12563 -2.49037 6.27359 0.04 0.08 -0.01
H -1.38851 1.90022 -3.08170 -0.10 0.03 0.05
H 3.55516 -2.21687 -1.33398 -0.33 0.10 0.08
H 4.16907 -0.94670 -2.93482 0.05 -0.03 0.01
H -6.18318 -1.68603 -0.62734 -0.04 0.01 -0.02
H 4.50575 -0.07320 -1.42066 0.07 -0.03 0.05
H 0.39501 -3.90062 2.82645 0.10 -0.05 0.13